# 1
Formula: C5H10O
Source: OMol25
Level of theory: wB97M-V/def2-TZVPD

Geometry (Å):
C (1.266, -1.782, 0.600)
C (0.504, -0.476, 0.730)
C (-0.206, -0.192, -0.688)
C (-0.436, 1.313, -0.860)
C (-1.677, 1.816, -0.226)
O (-2.279, 1.156, 0.595)
H (1.673, -2.158, 1.542)
H (0.595, -2.538, 0.182)
H (2.103, -1.647, -0.099)
H (-0.291, -0.505, 1.490)
H (1.214, 0.309, 1.099)
H (0.445, -0.549, -1.491)
H (-1.147, -0.733, -0.631)
H (-0.070, 1.869, -1.733)
H (0.308, 1.263, -0.050)
H (-2.002, 2.853, -0.460)

Computed properties:
**Gap between HOMO and LUMO**: 10.87 eV
**SMILES**: CCCCC=O
**2S+1**: 1

# 2
Formula: C5H10O
Source: OMol25
Level of theory: wB97M-V/def2-TZVPD

Geometry (Å):
O (-1.235, -0.308, 0.933)
C (-1.010, 0.147, -0.464)
C (-0.401, -1.018, -1.120)
C (0.695, -0.641, 1.074)
C (1.200, 0.580, 0.359)
C (-0.033, 1.286, -0.249)
H (-1.441, -1.248, 0.798)
H (-1.993, 0.498, -0.793)
H (-1.122, -1.721, -1.554)
H (0.396, -0.770, -1.818)
H (1.109, -1.592, 0.798)
H (0.479, -0.535, 2.137)
H (1.739, 1.238, 1.051)
H (1.883, 0.279, -0.441)
H (-0.441, 1.996, 0.477)
H (0.176, 1.810, -1.188)

Computed properties:
**Gap between HOMO and LUMO (spin up / spin down)**: 7.57 / 7.58 eV
**2S+1**: 1

# 3
Formula: C5H10O
Source: OMol25
Level of theory: wB97M-V/def2-TZVPD

Geometry (Å):
C (-1.974, -1.578, -0.447)
C (-1.050, -0.814, 0.452)
C (1.863, 1.664, -0.016)
O (2.372, 0.959, -1.054)
C (0.662, 0.977, 0.623)
C (0.041, -0.001, -0.086)
H (-2.992, -1.161, -0.755)
H (-2.552, -2.259, 0.191)
H (-1.418, -2.194, -1.212)
H (-0.584, -1.738, 1.100)
H (-1.542, -0.111, 1.220)
H (2.670, 2.062, 0.564)
H (1.367, 2.719, -0.324)
H (2.466, 0.025, -0.814)
H (0.256, 1.484, 1.685)
H (0.417, -0.034, -1.127)

Computed properties:
**Gap between HOMO and LUMO**: 9.81 eV
**SMILES**: CC/C=C/CO
**2S+1**: 1

# 4
Formula: C5H10O
Source: OMol25
Level of theory: wB97M-V/def2-TZVPD

Geometry (Å):
O (-0.665, -1.854, 0.752)
C (-1.509, -0.840, 0.994)
C (-1.242, 0.629, 0.371)
C (0.027, 1.254, -0.002)
C (1.330, 0.374, -0.165)
C (1.089, -0.751, -1.145)
H (-1.534, -0.774, 2.170)
H (-2.080, 0.921, -0.274)
H (-2.586, -1.071, 0.699)
H (0.429, 2.158, 1.211)
H (0.067, 2.094, -0.767)
H (1.601, 0.130, 0.854)
H (2.172, 1.015, -0.518)
H (1.570, -1.824, -0.833)
H (1.321, -0.586, -2.253)
H (0.009, -0.875, -1.093)

Computed properties:
**Gap between HOMO and LUMO**: 5.76 eV
**2S+1**: 1

# 5
Formula: C5H10O
Source: OMol25
Level of theory: wB97M-V/def2-TZVPD

Geometry (Å):
C (-0.566, 1.717, 0.120)
C (0.647, 0.845, 0.130)
C (0.603, -0.613, 0.530)
C (-0.656, -1.450, 0.751)
C (0.950, -0.186, -0.892)
O (-0.076, -0.286, -1.839)
H (-1.466, 1.109, 0.015)
H (-0.518, 2.428, -0.704)
H (-0.633, 2.265, 1.067)
H (1.557, 1.322, 0.501)
H (1.350, -0.650, 1.298)
H (-0.554, -2.522, 0.500)
H (-0.947, -1.409, 1.804)
H (-1.484, -1.072, 0.146)
H (1.958, -0.296, -1.298)
H (-0.164, -1.200, -2.129)

Computed properties:
**Gap between HOMO and LUMO**: 10.24 eV
**SMILES**: C[C@@H]1[C@H](C)[C@@H]1O
**2S+1**: 1

# 6
Formula: C5H10O
Source: OMol25
Level of theory: wB97M-V/def2-TZVPD

Geometry (Å):
C (-1.184, 1.375, -1.496)
C (-0.523, -0.543, 0.316)
C (-0.372, -1.519, 1.440)
C (0.424, 0.265, -0.174)
O (0.157, 1.263, -1.071)
C (1.895, 0.212, 0.140)
H (-1.477, 0.490, -2.076)
H (-1.243, 2.266, -2.119)
H (-1.879, 1.476, -0.650)
H (-1.526, -0.474, -0.091)
H (0.606, -1.449, 1.922)
H (-0.530, -2.552, 1.109)
H (-1.127, -1.307, 2.207)
H (2.225, 1.084, 0.714)
H (2.151, -0.691, 0.698)
H (2.474, 0.198, -0.790)

Computed properties:
**Gap between HOMO and LUMO**: 9.44 eV
**SMILES**: C/C=C(\C)OC
**2S+1**: 1

# 7
Formula: C5H10O
Source: OMol25
Level of theory: wB97M-V/def2-TZVPD

Geometry (Å):
C (0.082, -0.587, -1.535)
C (0.140, 0.668, -0.646)
C (1.181, 1.523, -0.702)
C (-0.741, 1.810, 1.544)
C (-0.729, 0.837, 0.513)
H (0.305, -0.458, -2.562)
H (-0.793, -1.292, -1.471)
H (1.006, -1.129, -1.109)
H (1.736, 1.731, -1.610)
H (1.651, 2.028, 0.214)
H (0.243, 2.231, 1.805)
H (-1.533, 1.512, 2.205)
H (-1.386, -0.059, 0.543)
H (-0.229, -2.314, 0.433)
H (-0.704, -3.643, 1.065)
O (-0.230, -2.854, 1.313)

Computed properties:
**Gap between HOMO and LUMO**: 8.49 eV
**SMILES**: C=CC(=C)C.O
**2S+1**: 1

# 8
Formula: C5H10O
Source: OMol25
Level of theory: wB97M-V/def2-TZVPD

Geometry (Å):
C (0.110, -1.848, 0.235)
C (1.196, -0.828, 0.437)
C (1.833, -0.206, -0.551)
O (-0.314, 1.806, -1.513)
C (-0.383, 1.733, -0.309)
C (-1.579, 1.175, 0.423)
H (-0.708, -1.708, 0.952)
H (0.493, -2.865, 0.380)
H (-0.303, -1.787, -0.778)
H (1.458, -0.588, 1.469)
H (1.580, -0.384, -1.594)
H (2.602, 0.540, -0.361)
H (0.436, 2.119, 0.335)
H (-2.325, 1.977, 0.489)
H (-1.332, 0.854, 1.440)
H (-2.021, 0.347, -0.140)

Computed properties:
**Gap between HOMO and LUMO**: 10.72 eV
**SMILES**: C=CC.CC=O
**2S+1**: 1

# 9
Formula: C5H10O
Source: OMol25
Level of theory: wB97M-V/def2-TZVPD

Geometry (Å):
C (1.207, 0.319, 0.961)
C (0.211, -0.423, 0.070)
C (-0.568, -1.468, 0.869)
C (-0.744, 0.561, -0.610)
C (-0.176, 1.253, -1.825)
O (0.947, 1.101, -2.245)
H (1.940, -0.372, 1.391)
H (0.686, 0.813, 1.793)
H (1.753, 1.081, 0.396)
H (0.779, -0.933, -0.718)
H (-1.212, -2.071, 0.219)
H (0.114, -2.149, 1.390)
H (-1.205, -0.991, 1.624)
H (-1.678, 0.074, -0.931)
H (-1.061, 1.345, 0.095)
H (-0.882, 1.935, -2.349)

Computed properties:
**Gap between HOMO and LUMO**: 10.89 eV
**SMILES**: CC(C)CC=O
**2S+1**: 1

# 10
Formula: C5H10O
Source: OMol25
Level of theory: wB97M-V/def2-TZVPD

Geometry (Å):
C (-1.427, 1.140, -0.915)
C (-0.335, 0.219, -1.292)
C (-0.784, -1.417, 1.501)
C (1.014, 0.599, -1.092)
O (1.299, 1.392, -1.998)
C (1.985, 0.033, -0.100)
H (-1.936, 1.450, -1.837)
H (-1.159, 2.032, -0.335)
H (-2.184, 0.554, -0.377)
H (-0.666, -1.539, 0.419)
H (-0.609, -0.375, 1.784)
H (-0.067, -2.058, 2.020)
H (-1.800, -1.700, 1.787)
H (1.655, 0.239, 0.924)
H (2.051, -1.053, -0.218)
H (2.964, 0.485, -0.271)

Computed properties:
**Gap between HOMO and LUMO**: 8.58 eV
**2S+1**: 1

# 11
Formula: C5H10O
Source: OMol25
Level of theory: wB97M-V/def2-TZVPD

Geometry (Å):
C (1.084, 0.538, 1.917)
C (0.548, 0.368, 0.504)
O (1.524, -0.383, -0.208)
C (-0.840, -0.284, 0.527)
C (-1.832, -0.021, -0.574)
C (-1.208, -1.377, -0.434)
H (1.174, -0.438, 2.407)
H (0.408, 1.165, 2.509)
H (2.071, 1.006, 1.896)
H (0.457, 1.365, 0.043)
H (1.294, -0.367, -1.144)
H (-1.265, -0.383, 1.524)
H (-2.879, 0.103, -0.311)
H (-1.505, 0.610, -1.399)
H (-0.460, -1.683, -1.161)
H (-1.819, -2.198, -0.067)

Computed properties:
**Gap between HOMO and LUMO**: 11.30 eV
**SMILES**: C[C@@H](O)C1CC1
**2S+1**: 1

# 12
Formula: C5H10O
Source: OMol25
Level of theory: wB97M-V/def2-TZVPD

Geometry (Å):
C (-0.774, -0.031, 1.839)
C (-0.138, 0.277, 0.519)
C (-0.128, 1.481, -0.037)
C (2.040, -0.511, -0.307)
C (0.795, -0.792, 0.040)
H (-1.038, -1.087, 1.976)
H (-1.615, 0.569, 2.183)
H (0.005, 0.135, 2.591)
H (-0.566, 2.397, 0.370)
H (0.329, 1.701, -0.989)
H (2.295, 0.537, -0.375)
H (2.723, -1.269, -0.671)
H (0.360, -1.786, -0.020)
H (-0.980, -0.938, -1.893)
H (-2.094, -0.166, -2.497)
O (-1.214, -0.516, -2.729)

Computed properties:
**Gap between HOMO and LUMO**: 10.10 eV
**SMILES**: C=CC(=C)C.O
**2S+1**: 1

The following ΔE to the lowest compared entry with this formula, charge and spin values (in kcal/mol) correspond, in order, to the records above: 39.9; 113.2; 67.8; 172.1; 33.6; 23.5; 76.2; 31.5; 6.8; 86.5; 26.6; 38.8.